No. 1
# C2H2AgBr4Cl3

C2H2AgBr4Cl3 as an isolated structure at a distorted geometry (ωB97M-V with the def2-TZVPD basis set, OMol25).

XYZ file:
```
12
Properties=species:S:1:pos:R:3
Ag 2.18 -2.55 -0.49
Br 1.20 -0.59 -0.33
C -0.45 1.12 -2.24
Br -0.89 2.47 -0.81
Br 0.71 1.91 -3.66
Br -2.20 0.57 -2.91
H 0.13 0.28 -1.85
C -0.12 -0.61 2.30
Cl 0.75 0.69 3.21
Cl -1.74 -0.70 2.91
Cl 0.70 -2.15 2.64
H -0.27 -0.45 1.24
```

Values from the calculation:
frontier orbital gap (spin up / spin down)	7.97 / 3.29	eV
net charge	+1
energy above the lowest of the compared OMol25 structures with the same formula, charge and spin	1.430	eV
2S+1	2

Results of the Mulliken charge analysis, in e, for atoms 1 through 2: Ag 0.380; Br -0.358

---

No. 2
# C2H2BO3

An isolated ion of composition C2H2BO3 and charge -1 at a distorted geometry (ωB97M-V with the def2-TZVPD basis set, OMol25).

XYZ file:
```
8
Properties=species:S:1:pos:R:3
B -1.29 0.23 -0.08
C 0.19 0.83 0.06
C 1.06 -0.63 -0.02
O 1.25 -1.08 -1.16
O 0.78 1.83 0.20
O 1.47 -0.94 1.09
H -1.85 -0.32 1.04
H -1.62 0.09 -1.13
```

Values from the calculation:
SMILES string	BC(=O)C(=O)[O-]
frontier orbital gap	6.70	eV
net charge	-1
energy above the lowest of the compared OMol25 structures with the same formula, charge and spin	1.488	eV

Results of the Mulliken charge analysis, in e, for atoms 1 through 2: B 0.047; C 0.406

---

No. 3
# C2H2BiLiO2

C2H2BiLiO2 as an isolated structure at a distorted geometry (ωB97M-V with the def2-TZVPD basis set, OMol25).

XYZ file:
```
8
Properties=species:S:1:pos:R:3
C -0.50 -0.50 0.30
C 0.91 -0.06 0.18
O 1.13 1.07 -0.54
O -1.39 0.24 -0.28
H 1.47 -0.97 -0.17
Bi -2.37 -1.44 0.43
Li -0.41 1.70 -1.21
H 1.16 -0.03 1.29
```

Values from the calculation:
frontier orbital gap (spin up / spin down)	5.48 / 9.75	eV
net charge	+2
energy above the lowest of the compared OMol25 structures with the same formula, charge and spin	0.461	eV

Results of the Mulliken charge analysis, in e, for atoms 1 through 2: C -0.038; C 0.004

---

No. 4
# C2H2Br2N2O3

A 2-piece molecular cluster, C2H2Br2N2O3 overall at a distorted geometry (ωB97M-V with the def2-TZVPD basis set, OMol25).

XYZ file:
```
11
Properties=species:S:1:pos:R:3
C 0.15 -0.86 1.52
C 0.54 -0.37 -0.75
N -0.29 0.19 1.97
N -0.63 0.19 -0.97
O -1.60 -0.38 -1.46
O 0.36 -2.01 1.42
O -0.71 1.50 -0.48
Br 0.80 -2.10 -1.63
Br 2.04 0.57 -0.23
H -0.64 2.13 -1.22
H -0.01 1.14 1.84
```

Values from the calculation:
SMILES string	[O-][N+](O)=C(Br)Br.N=C=O
frontier orbital gap (spin up / spin down)	8.83 / 8.83	eV
energy above the lowest of the compared OMol25 structures with the same formula, charge and spin	0.263	eV

Results of the Mulliken charge analysis, in e, for atoms 1 through 2: C 0.760; C -0.202

---

No. 5
# C2H2Br2NO5SSn

C2H2Br2NO5SSn as an isolated structure (ωB97M-V with the def2-TZVPD basis set, OMol25).

XYZ file:
```
14
Properties=species:S:1:pos:R:3
Sn -1.25 -0.80 -0.50
Br 2.97 0.26 0.24
C 2.92 0.42 2.22
Br 3.81 -1.15 2.80
H 1.87 0.44 2.47
H 3.48 1.32 2.45
O -4.84 1.49 -0.77
C -3.77 1.05 -0.74
N -2.65 0.60 -0.70
O 0.24 0.71 -1.54
S 0.43 1.62 -0.40
O 2.13 1.74 -0.25
O 0.02 0.88 0.80
O 0.12 2.98 -0.54
```

Values from the calculation:
frontier orbital gap	8.09	eV
net charge	+1
energy above the lowest of the compared OMol25 structures with the same formula, charge and spin	0.624	eV

Results of the Mulliken charge analysis, in e, for atoms 1 through 2: Sn 0.938; Br 0.538

---

No. 6
# C2H2Br2O2S

A 2-piece molecular cluster, C2H2Br2O2S overall at a distorted geometry (ωB97M-V with the def2-TZVPD basis set, OMol25).

XYZ file:
```
9
Properties=species:S:1:pos:R:3
C 1.16 0.44 -1.63
C 2.21 0.40 -1.02
O -1.51 0.81 0.82
O -1.33 -1.19 2.15
S -0.76 -0.58 0.95
Br 3.75 0.77 -0.18
Br -1.85 -1.72 -0.66
H 0.32 0.21 -2.10
H -1.99 0.86 1.66
```

Values from the calculation:
frontier orbital gap	9.78	eV
energy above the lowest of the compared OMol25 structures with the same formula, charge and spin	1.496	eV

Results of the Mulliken charge analysis, in e, for atoms 1 through 2: C -0.084; C -0.393